101
Properties=species:S:1:pos:R:3:mulliken_spin:R:1 method="wB97M-V/def2-TZVPD" e_homo_ev="-7.312 / -7.278" spin_multiplicity=2 homo_lumo_gap_ev="7.6 / 4.5"
Mg 0.0346 -0.0583 0.4046 0.01
C -1.1240 -0.4963 2.3585 0.04
C -1.1494 0.9268 2.2447 -0.01
C -1.9830 1.2293 1.1042 0.01
C -2.4532 -0.0117 0.6073 0.00
C -1.9397 -1.0787 1.3527 -0.04
C -2.2457 -2.5579 1.1946 0.00
C -3.4759 -2.7515 0.3070 0.00
C -2.5174 -3.1778 2.5691 0.00
C -1.0627 -3.2861 0.5451 -0.01
C -2.5074 2.5379 0.4914 0.00
C -2.7538 2.3463 -1.0120 0.00
C -1.5596 3.7351 0.5924 0.00
C -3.8607 2.8938 1.1299 0.00
C -0.5863 1.8128 3.3750 0.00
C -0.0932 0.9453 4.5433 0.01
C 0.5994 2.6987 2.9652 -0.05
C -1.7023 2.6884 3.9658 0.00
H -0.6405 -1.0444 3.1544 0.02
H -3.0852 -0.1216 -0.2599 0.00
H -4.3467 -2.2373 0.7194 0.00
H -3.7121 -3.8150 0.2215 0.00
H -3.3016 -2.3687 -0.7011 0.00
H -3.3057 -2.6342 3.0940 0.00
H -1.6236 -3.1634 3.1975 0.00
H -2.8295 -4.2200 2.4585 0.00
H -0.8870 -2.9157 -0.4677 0.00
H -1.2430 -4.3634 0.4817 0.00
H -0.1460 -3.1373 1.1280 0.02
H -1.8306 2.0593 -1.5181 0.00
H -3.0992 3.2872 -1.4476 0.00
H -3.5109 1.5916 -1.2229 0.00
H -0.5838 3.5019 0.1568 0.00
H -1.4105 4.0891 1.6089 0.00
H -1.9790 4.5680 0.0226 0.00
H -4.5743 2.0813 0.9765 0.00
H -4.2694 3.7985 0.6692 0.00
H -3.7804 3.0649 2.2021 0.00
H 0.7313 0.2849 4.2657 0.00
H -0.8959 0.3298 4.9527 0.00
H 0.2728 1.5987 5.3389 0.00
H 1.4783 2.0888 2.7303 0.06
H 0.8836 3.3551 3.7931 0.00
H 0.3971 3.3171 2.0976 0.00
H -2.5656 2.0736 4.2309 0.00
H -2.0414 3.4627 3.2833 0.00
H -1.3430 3.1831 4.8727 0.00
C -1.7866 -0.5500 -3.0640 0.00
Ge -0.0495 -0.2770 -2.1699 -0.01
C 0.9970 -1.8259 -2.8526 0.00
C 1.5789 -2.7573 -1.9945 -0.06
C 2.3420 -3.8196 -2.4692 0.01
C 2.5378 -3.9695 -3.8340 0.00
C 1.9667 -3.0546 -4.7114 0.00
C 1.2078 -2.0000 -4.2227 0.00
C 0.7447 1.2769 -3.1320 0.00
C -0.0816 2.1709 -3.7673 0.00
C 0.4100 3.3359 -4.4057 0.00
C 1.7458 3.5989 -4.4166 0.00
C 2.6520 2.7054 -3.7902 0.00
C 4.0502 2.9462 -3.8138 0.00
C 4.9237 2.0769 -3.2268 0.00
C 4.4322 0.9273 -2.5686 0.00
C 3.0904 0.6855 -2.5141 0.01
C 2.1518 1.5510 -3.1385 0.00
H -1.5985 -0.8656 -4.0922 0.00
H -2.4161 0.3392 -3.0769 0.00
H -2.3384 -1.3448 -2.5568 0.00
H 1.4388 -2.6561 -0.9208 0.05
H 2.7815 -4.5282 -1.7753 0.00
H 3.1317 -4.7920 -4.2139 0.00
H 2.1196 -3.1614 -5.7792 0.00
H 0.7888 -1.2856 -4.9259 0.00
H -1.1511 1.9924 -3.8009 0.00
H -0.2846 4.0117 -4.8909 0.00
H 2.1373 4.4838 -4.9060 0.00
H 4.4128 3.8341 -4.3214 0.00
H 5.9909 2.2664 -3.2678 0.00
H 5.1188 0.2311 -2.1033 0.00
H 2.7360 -0.2029 -2.0088 -0.01
C 8.2948 0.1388 -0.5002 0.00
C 6.8940 -0.0078 0.0292 0.01
C 6.2923 -1.2549 0.1316 0.00
C 4.9947 -1.4069 0.6144 -0.10
C 4.3803 -2.7718 0.7479 0.08
C 4.2973 -0.2545 0.9697 -0.04
Te 2.4175 -0.4209 1.9080 0.96
C 4.8545 1.0220 0.8488 -0.03
C 4.0695 2.2585 1.1839 0.08
C 6.1621 1.1165 0.3931 0.01
H 8.7606 -0.8318 -0.6663 0.00
H 8.9209 0.7015 0.1941 0.00
H 8.2959 0.6784 -1.4501 0.00
H 6.8465 -2.1399 -0.1623 0.00
H 5.0718 -3.5480 0.4226 0.00
H 3.4769 -2.8616 0.1368 -0.01
H 4.1067 -2.9866 1.7858 -0.01
H 3.1048 2.2576 0.6647 -0.02
H 4.6020 3.1561 0.8711 0.00
H 3.8766 2.3426 2.2586 0.00
H 6.6090 2.1009 0.2916 0.00

---

118
Properties=species:S:1:pos:R:3:mulliken_spin:R:1 method="wB97M-V/def2-TZVPD" e_homo_ev="-12.410 / -12.410" spin_multiplicity=6 homo_lumo_gap_ev="7.5 / 5.2" charge=+2
Ru 2.4861 0.3730 -0.6893 3.50
C 2.0496 2.9978 -8.8356 -0.01
C 2.1240 2.6130 -7.3911 0.10
C 3.2139 2.9876 -6.6017 -0.01
C 3.3008 2.6502 -5.2670 0.08
C 4.4961 3.0832 -4.4683 0.03
C 2.2421 1.8911 -4.7049 0.01
Se 2.3423 1.4161 -2.9068 0.87
C 1.1154 1.5072 -5.4759 0.08
C -0.0529 0.7265 -4.9384 0.02
C 1.0941 1.8768 -6.8068 -0.01
H 2.9273 3.5582 -9.1493 0.00
H 1.1650 3.6096 -9.0208 0.01
H 1.9626 2.1097 -9.4638 0.01
H 4.0135 3.5648 -7.0498 0.00
H 5.1570 3.6921 -5.0810 0.00
H 5.0663 2.2208 -4.1163 0.00
H 4.2047 3.6693 -3.5960 0.00
H 0.0260 0.5223 -3.8733 0.00
H -0.1443 -0.2240 -5.4680 0.00
H -0.9785 1.2779 -5.1074 0.00
H 0.2420 1.5906 -7.4136 0.00
N 4.8006 0.1864 -0.9369 0.10
H 5.2650 0.0707 -0.0407 0.00
H 5.1707 1.0272 -1.3714 0.00
H 5.0851 -0.5899 -1.5271 0.00
C -0.1283 3.4380 5.0146 0.00
C -1.2521 2.6182 4.3613 0.00
C -2.2999 2.2905 5.4350 0.00
C -0.6377 1.2825 3.9089 0.00
C -1.9328 3.4572 3.2301 0.00
O -2.4258 4.6835 3.7858 0.00
C -3.1205 2.8003 2.4956 0.00
C -3.0213 1.3512 2.0168 0.00
C -3.9265 1.0350 0.8484 0.00
C -3.5336 0.0606 -0.0632 0.00
C -4.3197 -0.2729 -1.1529 0.00
C -5.5287 0.3776 -1.3377 0.00
Cl -6.5141 -0.0271 -2.7065 0.00
C -5.9502 1.3458 -0.4437 0.00
C -5.1467 1.6689 0.6418 0.00
C -0.9449 4.0816 2.2192 0.00
N -0.3220 3.1911 1.2440 0.00
C 0.9320 2.7678 1.1972 0.00
N 1.1067 1.9873 0.1355 0.03
C -0.1318 1.9979 -0.4555 0.05
N -1.0103 2.7213 0.1834 0.00
H 0.1563 2.9741 5.9598 0.00
H -0.4340 4.4635 5.2156 0.00
H 0.7760 3.4548 4.3984 0.00
H -1.8496 1.6494 6.1940 0.00
H -3.1589 1.7576 5.0223 0.00
H -2.6566 3.1811 5.9558 0.00
H 0.0177 0.9227 4.7038 0.00
H -0.0276 1.3653 3.0054 0.00
H -1.3819 0.5072 3.7370 0.00
H -3.1471 4.4884 4.3927 0.00
H -3.3342 3.4401 1.6366 0.00
H -3.9891 2.8975 3.1523 0.00
H -3.2559 0.6717 2.8412 0.00
H -2.0033 1.1097 1.7114 0.00
H -2.5855 -0.4440 0.0819 0.00
H -4.0046 -1.0265 -1.8622 0.00
H -6.8969 1.8448 -0.5977 0.00
H -5.4899 2.4331 1.3275 0.00
H -0.1439 4.5914 2.7486 0.00
H -1.5021 4.8232 1.6520 0.00
H 1.6740 3.0565 1.9236 -0.01
H -0.3638 1.4761 -1.3693 -0.02
N -2.3273 -6.9782 -6.9767 0.00
C -1.9498 -6.2826 -6.1451 0.00
C -1.4713 -5.4121 -5.1053 0.00
C -2.3567 -4.9107 -4.1550 0.00
C -1.8964 -4.0656 -3.1605 0.00
C -0.5500 -3.7388 -3.1178 0.00
C 0.3435 -4.2414 -4.0517 0.00
C -0.1213 -5.0749 -5.0535 0.00
N -0.0756 -2.8569 -2.0940 0.00
C -0.5147 -2.8026 -0.7870 0.01
C 0.1813 -1.8027 -0.1900 0.04
N 1.0358 -1.2407 -1.1156 -0.03
C 0.8570 -1.9029 -2.2466 0.06
H -3.4044 -5.1727 -4.2037 0.00
H -2.5915 -3.6508 -2.4430 0.00
H 1.3994 -4.0131 -3.9905 0.00
H 0.5616 -5.4787 -5.7877 0.00
H -1.2473 -3.4858 -0.3950 0.00
H 0.1438 -1.4787 0.8367 0.01
H 1.3316 -1.6777 -3.1873 -0.02
C -2.4791 -2.5953 4.4416 0.00
C -1.2252 -3.4562 4.5336 0.00
S 0.1589 -2.5725 3.8653 0.00
O 0.4801 -1.4681 4.7341 0.00
O -0.0750 -2.3041 2.4598 0.01
C 1.5302 -3.7282 3.9298 0.00
C 2.8593 -2.9946 4.0632 0.00
N 2.9241 -1.7849 3.2329 0.01
C 2.9132 -1.7517 1.8827 0.00
N 2.8797 -0.4980 1.4390 0.03
C 2.8866 0.3067 2.5484 0.02
C 2.9215 -0.4715 3.6506 0.00
N 2.9781 0.0045 5.0131 0.00
O 3.2279 -0.7888 5.8944 0.00
O 2.6687 1.1676 5.1637 0.00
C 2.8950 -2.9676 1.0298 0.01
H -3.3346 -3.1793 4.7750 0.00
H -2.6613 -2.2762 3.4163 0.00
H -2.3927 -1.7170 5.0786 0.00
H -1.3149 -4.3840 3.9655 0.00
H -0.9608 -3.6876 5.5663 0.00
H 1.4624 -4.3334 3.0274 0.00
H 1.3977 -4.3830 4.7921 0.00
H 3.6758 -3.6568 3.7760 0.00
H 3.0206 -2.6758 5.0849 0.00
H 2.8945 1.3789 2.5093 -0.01
H 1.9047 -3.4271 1.0445 0.00
H 3.6315 -3.7000 1.3618 0.00
H 3.1202 -2.6907 0.0021 0.01

---

119
Properties=species:S:1:pos:R:3:mulliken_spin:R:1 method="wB97M-V/def2-TZVPD" e_homo_ev="-4.538 / -4.896" spin_multiplicity=2 homo_lumo_gap_ev="6.4 / 5.9" charge=-1
Ba -0.3928 -0.1356 -0.3034 0.02
S -3.8349 3.2021 -2.9878 0.34
Sb -2.3022 1.4923 -3.1999 0.29
S -2.9697 -0.2708 -1.7778 0.17
S -0.2153 2.1493 -2.2711 0.17
C -1.6032 4.4931 0.0919 -0.01
N -2.7080 3.7741 0.6978 -0.01
C -3.9818 4.4633 0.6115 0.02
C -2.5301 2.6179 1.3949 0.02
N -1.4140 2.2762 1.9967 0.00
C -0.6057 3.2639 2.5618 -0.01
C -1.2057 4.3868 3.1622 0.00
C -0.4866 5.3750 3.8078 0.00
C 0.8925 5.2823 3.8658 0.00
C 1.5039 4.1658 3.3251 0.00
C 0.7913 3.1264 2.7138 0.01
N 1.5343 2.0399 2.2334 -0.02
C 2.3353 1.5473 3.1242 0.01
N 3.5457 1.0045 2.8062 0.00
C 4.2770 0.0799 3.6481 0.00
C 3.9793 0.9999 1.4437 0.00
N 2.0588 1.5405 4.4974 0.00
C 0.6720 1.5011 4.9238 0.00
C 2.9489 2.2293 5.4102 0.00
N -3.6329 1.8175 1.5365 -0.01
C -3.5598 0.6920 2.4461 -0.01
C -4.6168 1.6564 0.4681 0.01
H -1.3286 5.3727 0.6860 0.00
H -1.9067 4.8089 -0.9077 0.01
H -0.7365 3.8479 -0.0114 0.01
H -3.8119 5.5199 0.8409 0.00
H -4.6802 4.0600 1.3403 0.00
H -4.4129 4.3954 -0.3901 -0.01
H -2.2864 4.4603 3.1241 0.00
H -1.0025 6.2164 4.2545 0.00
H 1.4860 6.0579 4.3342 0.00
H 2.5850 4.0786 3.3593 0.00
H 3.7458 -0.1025 4.5754 0.00
H 5.2707 0.4792 3.8775 0.00
H 4.4170 -0.8700 3.1252 0.00
H 3.3963 1.7173 0.8894 0.00
H 3.8365 0.0108 1.0029 0.00
H 5.0388 1.2529 1.3900 0.00
H 0.0556 1.0759 4.1332 0.00
H 0.2791 2.4932 5.1719 0.00
H 0.5937 0.8688 5.8132 0.00
H 3.9266 2.3664 4.9526 0.00
H 3.0726 1.6541 6.3344 0.00
H 2.5494 3.2159 5.6759 0.00
H -2.9001 0.9264 3.2761 0.00
H -3.1731 -0.2036 1.9462 0.01
H -4.5633 0.4736 2.8172 0.00
H -5.5995 2.0232 0.7813 0.00
H -4.7039 0.6020 0.2071 -0.01
H -4.3109 2.1797 -0.4349 0.01
C 2.5116 -2.3433 4.7813 0.00
C 2.5379 -2.8750 3.3923 0.00
N 1.8526 -2.3805 2.3873 0.00
C 2.1286 -3.1793 1.3069 0.00
C 3.0282 -4.1596 1.6710 0.00
N 3.2673 -3.9441 2.9970 0.00
C 3.6927 -5.3172 1.0164 0.00
O 3.3690 -5.5680 -0.2252 0.00
O 4.4857 -5.9791 1.6563 0.00
C 1.4719 -2.9663 -0.0174 0.00
O 1.7159 -3.7771 -0.9261 0.00
O 0.7100 -1.9565 -0.1448 -0.01
H 2.3498 -1.2697 4.7375 0.00
H 3.4444 -2.5527 5.3059 0.00
H 1.6880 -2.7866 5.3450 0.00
H 3.8890 -4.5312 3.5313 0.00
H 2.6714 -4.8967 -0.5596 0.00
C -3.4294 -2.9861 2.8643 0.00
Sb -1.5501 -2.7590 1.7965 -0.01
C -2.3414 -3.5791 -0.0263 0.00
C -0.8884 -4.7040 2.4613 0.00
H -3.7542 -4.0268 2.8323 0.00
H -4.1972 -2.3588 2.4097 0.00
H -3.3084 -2.6858 3.9066 0.00
H -3.0705 -4.3539 0.2123 0.00
H -1.5232 -4.0137 -0.6028 0.00
H -2.8196 -2.8045 -0.6262 -0.01
H -1.7074 -5.4097 2.3248 0.00
H -0.6081 -4.6784 3.5153 0.00
H -0.0309 -5.0417 1.8782 0.00
C 6.3597 -2.7681 -1.7593 0.00
C 5.1533 -3.3301 -2.1553 0.00
C 4.0648 -2.5145 -2.4293 0.00
C 4.1623 -1.1277 -2.3184 0.00
C 5.3770 -0.5772 -1.9172 0.00
C 6.4685 -1.3901 -1.6396 0.00
As 2.5335 -0.0508 -2.5691 0.00
C 2.0956 -0.6772 -4.3757 0.03
C 3.0152 -1.2439 -5.2562 0.00
C 2.6191 -1.6555 -6.5209 0.00
C 1.2982 -1.5108 -6.9227 0.01
C 0.3703 -0.9644 -6.0479 0.00
C 0.7701 -0.5594 -4.7827 0.03
C 3.4237 1.6422 -3.0405 -0.01
C 4.2910 1.7390 -4.1250 0.00
C 4.9580 2.9244 -4.3966 0.00
C 4.7584 4.0358 -3.5888 0.00
C 3.8781 3.9575 -2.5210 0.00
C 3.2158 2.7677 -2.2496 -0.01
H 7.2118 -3.4002 -1.5420 0.00
H 5.0539 -4.4048 -2.2399 0.00
H 3.1218 -2.9620 -2.7167 0.00
H 5.4759 0.4980 -1.8331 0.00
H 7.4078 -0.9460 -1.3317 0.00
H 4.0450 -1.3846 -4.9517 0.00
H 3.3471 -2.0943 -7.1928 0.00
H 0.9886 -1.8355 -7.9086 0.00
H -0.6647 -0.8556 -6.3467 -0.01
H 0.0467 -0.1414 -4.0950 -0.05
H 4.4436 0.8852 -4.7727 0.00
H 5.6320 2.9811 -5.2428 0.00
H 5.2775 4.9631 -3.7983 0.00
H 3.6961 4.8277 -1.9022 0.00
H 2.5030 2.7316 -1.4403 0.02

---

115
Properties=species:S:1:pos:R:3:mulliken_spin:R:1 method="wB97M-V/def2-TZVPD" e_homo_ev="-4.182 / -5.023" spin_multiplicity=3 homo_lumo_gap_ev="6.3 / 7.0" charge=-1
Mo -1.1552 -0.5275 -0.6502 1.95
O 1.6872 1.0904 -3.1887 0.02
C 0.6711 1.2290 -2.5236 0.00
O 0.3642 0.4415 -1.5327 0.03
C -0.2215 2.4169 -2.7438 0.02
C 0.3934 3.5483 -3.2872 -0.01
C -0.3087 4.7155 -3.5122 0.01
C -1.6664 4.7514 -3.2064 0.00
C -2.2894 3.6362 -2.6872 0.01
C -1.5889 2.4459 -2.4396 0.01
S -2.5848 1.1014 -1.8861 -0.02
H 1.4452 3.4727 -3.5292 0.00
H 0.1898 5.5852 -3.9207 0.00
H -2.2413 5.6557 -3.3666 0.00
H -3.3464 3.6655 -2.4484 0.00
C -1.9652 1.3613 3.1333 0.01
C -1.0928 1.0327 4.3365 0.00
C -0.4012 -0.3317 4.3757 0.01
Sb 1.3772 -1.3367 3.5758 0.02
C 2.6800 -0.3183 5.0053 0.00
C 2.4586 -0.5533 6.3630 0.00
C 3.2509 0.0293 7.3430 0.00
C 4.3017 0.8592 6.9815 0.00
C 4.5452 1.0981 5.6372 0.00
C 3.7421 0.5170 4.6635 0.00
C 2.5986 -0.6906 1.9149 0.00
C 3.8169 -1.3792 1.9558 0.00
C 4.8347 -1.1126 1.0510 0.00
C 4.6498 -0.1510 0.0657 0.00
C 3.4339 0.5073 -0.0200 0.00
C 2.4215 0.2295 0.8914 0.00
Sb -0.9488 2.0038 1.3577 -0.02
C -2.0868 3.7070 0.7164 -0.01
C -3.4744 3.7503 0.6381 0.00
C -4.1209 4.8788 0.1475 0.00
C -3.3897 5.9749 -0.2836 0.00
C -2.0035 5.9351 -0.2320 0.00
C -1.3613 4.8083 0.2573 0.00
C 0.3735 3.2302 2.5511 0.00
C 1.6897 2.8977 2.8495 0.00
C 2.4192 3.6300 3.7832 0.00
C 1.8402 4.7033 4.4359 0.00
C 0.5223 5.0425 4.1551 0.00
C -0.2016 4.3103 3.2282 0.00
H -2.6594 2.1654 3.3923 0.00
H -2.5599 0.4917 2.8606 -0.01
H -1.7904 0.9939 5.1840 0.00
H -0.3952 1.8404 4.5788 0.00
H -1.1472 -1.1057 4.1712 0.00
H -0.0967 -0.4761 5.4176 0.00
H 1.6554 -1.2132 6.6755 0.00
H 3.0504 -0.1714 8.3887 0.00
H 4.9262 1.3127 7.7411 0.00
H 5.3625 1.7459 5.3407 0.00
H 3.9502 0.7301 3.6220 0.00
H 3.9906 -2.1322 2.7209 0.00
H 5.7695 -1.6561 1.1181 0.00
H 5.4323 0.0556 -0.6539 0.00
H 3.2473 1.2049 -0.8265 0.00
H 1.4713 0.7192 0.7555 -0.01
H -4.0625 2.8975 0.9474 0.00
H -5.2029 4.8921 0.0969 0.00
H -3.8963 6.8519 -0.6677 0.00
H -1.4178 6.7742 -0.5876 0.00
H -0.2773 4.7951 0.2857 0.00
H 2.1682 2.0527 2.3756 0.00
H 3.4362 3.3374 4.0087 0.00
H 2.4050 5.2672 5.1680 0.00
H 0.0527 5.8747 4.6656 0.00
H -1.2304 4.5875 3.0326 0.00
Cl -4.9982 -1.1682 -1.6266 0.00
Si -3.6240 -1.0748 -0.0310 -0.06
Cl -4.6107 0.2778 1.2373 0.00
Cl -4.0781 -2.8755 0.9573 0.00
S -0.6297 -1.7778 1.0828 0.06
C 0.4778 -1.3282 -5.2391 0.00
Si -1.1081 -2.0901 -4.5978 -0.01
C -2.5379 -0.9201 -4.8537 0.00
C -1.4571 -3.6474 -5.5925 0.00
As -0.9083 -2.5874 -2.2793 -0.06
Si 1.3202 -3.4158 -2.0362 0.02
C 1.4660 -4.4899 -0.5079 0.02
C 2.4697 -1.9764 -1.8787 0.00
C 1.8299 -4.4501 -3.5350 0.00
Si -2.1908 -4.5851 -1.9717 0.00
C -3.9577 -4.2899 -2.5241 0.00
C -2.0542 -5.1843 -0.2001 0.00
C -1.5064 -5.9817 -3.0378 0.00
H 0.2482 -0.8403 -6.1916 0.00
H 1.2421 -2.0846 -5.4315 0.00
H 0.9025 -0.5740 -4.5749 0.00
H -2.7100 -0.8199 -5.9303 0.00
H -2.3364 0.0655 -4.4340 0.00
H -3.4569 -1.2808 -4.3878 0.00
H -1.4237 -3.3670 -6.6502 0.00
H -2.4527 -4.0441 -5.3880 0.00
H -0.7268 -4.4396 -5.4335 0.00
H 1.6280 -3.8669 0.3734 -0.01
H 2.3328 -5.1456 -0.6385 0.00
H 0.5942 -5.1128 -0.3158 -0.01
H 2.2337 -1.4228 -0.9703 0.01
H 2.4273 -1.2660 -2.7033 0.00
H 3.4924 -2.3578 -1.7891 0.00
H 1.5842 -5.5044 -3.4105 0.00
H 2.9184 -4.3800 -3.6204 0.00
H 1.4055 -4.1108 -4.4799 0.00
H -4.6073 -4.0776 -1.6757 0.00
H -4.3233 -5.1890 -3.0285 0.00
H -4.0486 -3.4520 -3.2152 0.00
H -1.7490 -4.4036 0.4957 0.01
H -1.3385 -6.0080 -0.1492 0.00
H -3.0271 -5.5627 0.1220 0.00
H -1.8828 -5.9596 -4.0592 0.00
H -1.8477 -6.9136 -2.5758 0.00
H -0.4207 -6.0141 -3.0710 0.00

---

Number 1: E -114738.540 eV. Number 2: E -161907.878 eV. Number 3: E -172746.480 eV. Number 4: E -216139.935 eV.